The following is a DFT calculation (ωB97M-V/def2-TZVPD) of a structure of composition C30H27MoN5S5Sb in a non-equilibrium geometry.

As for the expectation value of S²: 3.788. The net charge is 0. Its multiplicity is 4. The HOMO-LUMO gap (alpha / beta) comes out at 6.24 / 6.40 eV. The LUMO energy (alpha / beta) is -0.724 / -1.027 eV.

Geometry (Å):
Mo 1.413971 -0.365115 -1.942663
N 3.162012 -2.538417 1.587807
C 2.469395 -1.930339 0.627990
S 3.271085 -0.961571 -0.525842
N 1.146789 -2.115172 0.713459
N 0.534627 -1.576392 -0.385085
C -0.778929 -1.702899 -0.336124
C -1.491985 -2.137661 0.883290
C -1.362772 -3.450938 1.284368
C -2.028000 -3.872672 2.404678
C -2.767218 -3.010427 3.126572
C -2.995129 -1.696440 2.700495
C -2.334153 -1.214493 1.585059
C -1.460079 -1.282274 -1.601469
C -2.785244 -1.569966 -1.863468
C -3.397384 -1.275179 -3.102344
C -2.564332 -0.767534 -4.052389
C -1.224831 -0.490934 -3.734981
N -0.690273 -0.755725 -2.597160
H 4.143766 -2.350425 1.744375
H 2.702039 -3.237985 2.141674
H -0.739258 -4.117835 0.768138
H -1.854021 -4.861022 2.739408
H -3.264071 -3.300437 4.051582
H -3.596195 -1.036933 3.338860
H -2.317414 -0.191866 1.225438
H -3.396505 -2.010541 -1.132870
H -4.448613 -1.461321 -3.230700
H -2.893449 -0.632796 -5.094562
H -0.563142 -0.079276 -4.469458
S 4.119102 -2.889011 -6.310210
Sb 3.132155 -1.236325 -5.228003
S 2.015344 -2.254213 -3.397319
S 2.448624 1.551516 -3.207733
C 3.086147 0.969817 3.474336
C 1.578315 0.884546 3.854529
C 1.249238 -0.593667 4.008302
C 1.390042 1.607206 5.214191
C 0.728569 1.470624 2.745369
C -0.324198 2.410025 3.007835
C -1.002706 3.051826 2.022820
C -0.692629 2.694772 0.700867
S -1.179864 3.474270 -0.689656
C -0.269646 2.334082 -1.635382
N 0.405284 1.428657 -0.923466
C 0.220881 1.651866 0.442162
C 0.967417 1.083640 1.432850
C -0.289211 2.379421 -3.105559
C -1.435822 2.836875 -3.782981
C -1.464053 3.022716 -5.177747
C -0.296446 2.606092 -5.920383
C 0.799959 2.122103 -5.260532
C 0.888563 2.044636 -3.865486
H 3.669052 0.712678 4.391364
H 3.370896 1.974661 3.100407
H 3.354545 0.264855 2.742469
H 1.994646 -1.011035 4.688523
H 1.273466 -1.065165 3.030695
H 0.221386 -0.687356 4.347042
H 2.191315 1.276962 5.851565
H 0.425679 1.431938 5.671639
H 1.541529 2.687892 5.163990
H -0.466118 2.781451 3.980668
H -1.794833 3.786209 2.222394
H 1.674329 0.300221 1.235012
H -2.377457 3.028605 -3.255303
H -2.326946 3.509786 -5.641950
H -0.419596 2.567628 -6.964110
H 1.702361 1.783799 -5.817283

Cartesian forces, eV/Å:
-0.2 -0.1 0.0
1.2 -0.2 0.6
-1.5 -0.1 0.1
1.1 0.5 0.1
1.5 0.5 -0.9
-1.9 -1.0 0.7
1.0 1.4 -1.3
-0.9 0.6 -0.3
-0.6 1.0 0.1
0.8 -0.6 -0.1
-1.9 1.4 1.1
0.3 0.6 0.5
1.2 -1.4 -0.8
-0.2 -0.7 0.1
-0.4 0.7 -0.7
1.2 -0.2 1.3
0.1 0.3 -1.5
-1.1 -0.2 -1.8
0.7 0.1 2.4
-0.4 -0.1 -0.3
-0.1 0.1 0.1
0.8 -0.7 -0.8
-0.1 -0.9 0.4
0.2 -0.2 -0.2
0.2 -0.2 -0.4
-0.4 0.1 0.2
-0.5 -0.5 1.1
-0.1 -0.1 -0.3
0.2 0.2 0.7
0.1 0.2 -0.4
0.1 -0.2 -0.1
-0.2 0.1 0.0
0.0 0.2 0.0
-0.5 -0.4 0.4
-0.2 1.3 1.5
0.5 0.6 0.2
-0.2 0.4 -0.1
0.4 0.2 -0.8
-0.8 0.7 0.0
1.7 -0.7 -0.3
-0.7 0.1 -1.3
0.5 -0.7 2.0
-0.3 0.1 -1.7
0.5 -1.1 0.1
-0.9 1.0 -0.6
-0.5 1.1 -1.4
-0.3 -0.5 1.7
0.8 0.1 -0.5
-0.3 0.3 -0.9
1.7 -0.6 0.6
-2.5 0.5 1.8
1.2 -0.3 -0.5
-0.8 0.3 0.5
-0.2 0.3 -0.7
-0.1 -0.5 0.4
0.2 -1.0 -1.1
-0.4 -0.4 0.0
0.2 -0.3 0.0
-0.1 -0.3 0.4
0.1 -0.4 0.6
-0.2 -0.2 0.1
-0.1 0.0 -0.3
-0.2 0.0 1.3
0.6 -0.2 0.0
0.3 0.1 -0.3
0.5 0.1 0.1
0.3 -0.5 0.0
0.4 0.2 -1.3
-0.9 0.3 0.3

***

The following is a DFT calculation (ωB97M-V/def2-TZVPD) of a cluster of 2 separate species, C3H8NOP in total in a non-equilibrium geometry.

The net charge is 0. Its multiplicity is 1. The HOMO-LUMO gap (alpha / beta) comes out at 8.72 / 7.57 eV. The LUMO energy (alpha / beta) is -0.202 / -0.145 eV.

Geometry (Å):
C 1.475830 -0.374725 -0.781475
C 0.738318 0.689638 -0.631116
C -0.187879 0.868568 0.474374
N -1.553925 0.432371 0.262723
O -1.155380 -2.562730 1.363097
P -0.944350 -2.136878 -0.168665
H 2.324514 -0.633033 -1.400314
H 1.362615 -1.168829 -0.130277
H 0.664068 1.478140 -1.471440
H -0.266474 1.880432 0.757404
H 0.234865 0.303547 1.358200
H -1.837210 0.794760 -0.604996
H -2.004032 -2.588563 1.717026
H -2.333490 -2.362370 -0.511936

Cartesian forces, eV/Å:
1.7 -0.2 -0.5
-0.1 2.3 -3.1
-0.3 -2.0 1.8
0.8 -2.8 1.3
2.8 -0.3 0.1
-2.1 1.5 -0.2
-0.4 0.7 -1.0
-0.1 -1.2 1.9
0.6 -1.0 1.4
0.2 1.6 0.4
-0.6 0.6 -0.7
-0.6 0.4 -1.8
-2.3 0.1 0.8
0.5 0.2 -0.4

***

The following is a DFT calculation (ωB97M-V/def2-TZVPD) of a structure of composition C5H8N in a non-equilibrium geometry.

The net charge is +1. Its multiplicity is 1. The HOMO-LUMO gap (alpha / beta) comes out at 6.36 / 6.37 eV. The LUMO energy (alpha / beta) is -7.375 / -7.373 eV.

Geometry (Å):
C -1.775645 -0.925853 0.403056
C -0.739607 -0.517218 1.103788
C -0.878676 1.187143 -0.385574
C -1.198314 -0.212692 -0.854136
C 2.623232 -0.136151 -0.080752
N -0.034864 0.166031 0.044818
H -2.734556 -1.315285 0.595315
H -0.386299 -0.642084 2.175165
H -0.298151 1.924455 -1.124420
H -1.420404 1.730000 0.395703
H -1.290959 -0.716395 -1.767159
H 3.024187 -0.482633 0.910083
H 2.372250 -0.939446 -0.896732
H 2.737811 0.880124 -0.519154

Cartesian forces, eV/Å:
0.6 1.2 -1.1
0.7 -1.6 2.9
0.6 4.0 -2.8
-1.0 0.6 3.3
-1.4 -1.3 -2.1
3.3 -2.4 -0.1
-0.7 -0.7 0.2
-0.5 0.5 -1.6
-1.6 -1.7 1.3
-0.3 -0.4 -0.5
0.8 0.1 -1.6
-0.8 0.7 -0.9
0.5 1.5 1.9
-0.1 -0.7 0.9

***

The following is a DFT calculation (ωB97M-V/def2-TZVPD) of the molecule C7H8N2O in a non-equilibrium geometry.

The net charge is 0. Its multiplicity is 1. The HOMO-LUMO gap comes out at 8.43 eV. The LUMO energy is 0.532 eV. The SMILES is [H]/N=C/C=C\C=C(\O)CC#N.

Geometry (Å):
H -0.657144 1.246414 1.960109
N -0.325679 0.881364 1.068192
C 0.556753 1.598151 0.501642
C 1.569406 1.169664 -0.536934
C 1.770033 -0.163985 -0.535283
C 0.960755 -1.150509 0.148528
C -0.493225 -1.081576 0.213204
O -1.178357 -2.075517 0.745271
C -1.250800 -0.331997 -0.860084
C -2.257628 0.634442 -0.480230
N -3.077400 1.435336 -0.380678
H 0.944843 2.406657 1.098760
H 2.045837 1.983198 -1.008828
H 2.759987 -0.755997 -0.698495
H 1.439367 -2.109968 0.446445
H -0.592395 -2.669298 1.266476
H -1.736496 -1.178166 -1.469916
H -0.477862 0.161786 -1.478177

Cartesian forces, eV/Å:
0.1 0.1 -0.1
-1.1 0.2 0.5
2.7 -0.5 -0.2
-3.4 0.4 1.7
2.0 -3.7 1.5
-2.1 -0.1 -0.9
3.8 0.3 -1.1
-0.3 -0.6 1.1
0.0 -2.1 -1.1
-0.7 0.3 -0.3
0.1 -0.3 0.2
0.0 1.0 -0.2
1.1 0.3 -0.5
-1.3 2.0 -0.6
-0.5 0.8 -0.2
-0.4 0.6 -0.4
0.5 1.4 0.5
-0.6 -0.1 0.2